## 1
The following is a DFT calculation (ωB97M-V with the def2-TZVPD basis set) of a 2-piece molecular cluster, C4H13NO overall.

Last column: Löwdin charge in e.
Cartesian coordinates (Å):
C: -1.327 2.204 1.408  -0.086
C: -0.916 0.814 0.834  -0.234
O: 0.029 1.036 -0.263  -0.232
C: 0.230 0.179 -1.447  -0.268
C: 1.517 0.466 -2.240  -0.089
H: -0.500 2.926 1.481  0.077
H: -1.954 2.834 0.735  0.080
H: -1.836 2.028 2.297  0.038
H: -1.751 0.266 0.418  0.101
H: -0.389 0.261 1.718  0.134
H: -0.668 0.386 -2.055  0.104
H: 0.084 -0.920 -1.072  0.121
H: 1.998 -0.536 -2.506  0.085
H: 2.176 0.930 -1.448  0.087
H: 1.309 1.107 -3.155  0.087
N: 0.330 -3.537 1.249  0.003
H: 0.984 -4.286 1.156  -0.014
H: 0.352 -2.747 0.611  -0.013
H: 0.333 -3.411 2.278  0.020

LUMO energy ... 1.0 eV
Frontier orbital gap ... 10.4008 eV
SMILES ... CCOCC.N

## 2
The following is a DFT calculation (ωB97M-V with the def2-TZVPD basis set) of a 2-piece molecular cluster, C4H13NO overall.

Last column: Löwdin charge in e.
Cartesian coordinates (Å):
C: -1.893 -1.085 1.205  -0.092
C: -0.532 -0.408 1.135  -0.333
N: -0.111 0.136 -0.137  -0.137
C: 0.989 1.107 -0.077  -0.288
C: 0.849 1.865 -1.399  -0.095
H: -2.147 -1.285 2.261  0.075
H: -1.975 -1.996 0.589  0.077
H: -2.582 -0.247 0.964  0.079
H: -0.550 0.451 1.868  0.113
H: 0.269 -1.000 1.591  0.112
H: -0.843 0.646 -0.603  0.099
H: 1.943 0.601 0.063  0.107
H: 0.946 1.794 0.808  0.113
H: 0.592 1.126 -2.166  0.074
H: -0.021 2.515 -1.253  0.079
H: 1.809 2.195 -1.815  0.078
O: 1.290 -1.936 -1.295  -0.081
H: 0.802 -1.593 -0.519  -0.005
H: 1.166 -2.887 -1.219  0.027

LUMO energy ... 1.0 eV
Frontier orbital gap ... 9.9358 eV
SMILES ... CCNCC.O

If we sort the structures by their calculated energies, the order from most to least stable is 2, 1.

## 1
The following is a DFT calculation (ωB97M-V with the def2-TZVPD basis set) of a 2-piece molecular cluster, C4H13NO overall.

Last column: Löwdin charge in e.
Cartesian coordinates (Å):
C: -2.023 -1.336 0.030  -0.111
C: -0.946 -0.395 -0.565  -0.227
C: -0.401 0.698 0.360  -0.450
C: 0.373 1.672 -0.551  -0.086
N: 0.523 0.034 1.300  0.025
H: -1.709 -1.704 1.012  0.062
H: -3.009 -0.891 0.195  0.066
H: -2.165 -2.204 -0.615  0.066
H: -1.348 -0.019 -1.501  0.107
H: -0.112 -1.096 -0.602  0.102
H: -1.066 1.357 0.920  0.129
H: 1.102 2.259 0.005  0.074
H: 0.895 1.273 -1.428  0.072
H: -0.376 2.307 -1.036  0.077
H: -0.022 -0.397 2.035  0.067
H: 1.186 0.636 1.768  0.072
O: 3.136 -0.597 -0.119  -0.059
H: 3.660 -1.176 -0.680  0.035
H: 2.302 -0.422 -0.528  -0.020

LUMO energy ... 1.1 eV
Frontier orbital gap ... 10.3615 eV
SMILES ... CC[C@H](C)N.O

## 2
The following is a DFT calculation (ωB97M-V with the def2-TZVPD basis set) of a 2-piece molecular cluster, C4H13NO overall.

Last column: Löwdin charge in e.
Cartesian coordinates (Å):
C: 0.130 -2.528 -0.159  -0.097
C: 0.819 -1.209 0.184  -0.286
N: -0.170 -0.105 0.257  -0.150
C: 0.392 1.183 0.690  -0.306
C: -0.708 2.227 0.880  -0.108
H: -0.660 -2.801 0.545  0.071
H: 0.860 -3.315 -0.174  0.062
H: -0.364 -2.463 -1.134  0.074
H: 1.331 -1.329 1.145  0.105
H: 1.545 -0.927 -0.598  0.118
H: -0.942 -0.405 0.927  0.147
H: 0.976 1.103 1.657  0.120
H: 1.057 1.488 -0.159  0.121
H: -1.281 2.433 -0.027  0.065
H: -1.420 1.912 1.648  0.065
H: -0.282 3.232 1.199  0.091
O: -0.699 0.793 -2.371  -0.088
H: -0.436 0.331 -1.511  0.006
H: -0.147 0.381 -3.000  -0.008

LUMO energy ... 1.0 eV
Frontier orbital gap ... 10.4303 eV
SMILES ... CCNCC.O

## 3
The following is a DFT calculation (ωB97M-V with the def2-TZVPD basis set) of a 3-piece molecular cluster, C4H13NO overall.

Last column: Löwdin charge in e.
Cartesian coordinates (Å):
C: -0.068 1.297 0.590  -0.282
N: -0.719 0.999 -0.636  -0.026
C: -1.100 -0.405 -0.838  -0.282
C: -0.064 -1.204 -1.613  -0.096
C: 1.397 1.178 0.713  -0.093
H: -0.426 2.300 0.768  0.125
H: -0.527 0.424 1.317  0.046
H: -1.647 1.446 -0.603  0.124
H: -0.633 -0.068 2.090  0.291
H: -2.010 -0.378 -1.445  0.113
H: 0.073 -0.762 -2.593  0.067
H: 0.881 -1.245 -1.120  0.053
H: -0.459 -2.185 -1.823  0.071
H: 1.808 1.680 1.632  0.099
H: 2.010 1.563 -0.116  0.092
H: 1.510 0.077 0.776  0.052
H: -1.230 -0.979 0.105  0.089
H: 0.897 -2.128 1.451  -0.041
O: 0.326 -1.357 1.409  -0.402

LUMO energy ... -0.7 eV
Frontier orbital gap ... 8.1593 eV

If we sort the structures by their calculated energies, the order from most to least stable is 2, 1, 3.

## 1
The following is a DFT calculation (ωB97M-V with the def2-TZVPD basis set) of a 2-piece molecular cluster, C4H13NO overall.

Last column: Löwdin charge in e.
Cartesian coordinates (Å):
C: 0.048 3.701 1.076  -0.135
C: -0.559 4.890 1.816  -0.320
C: 0.477 5.656 2.672  -0.123
H: 0.541 3.917 0.129  0.065
H: -0.807 3.191 0.638  0.060
H: 0.605 3.007 1.694  0.071
H: -1.284 4.426 2.499  0.092
H: -1.203 5.583 1.252  0.102
H: 1.050 6.341 2.024  0.073
H: -0.002 6.254 3.435  0.058
H: 1.154 4.931 3.096  0.057
N: -0.348 -3.584 -1.836  0.002
C: 0.050 -4.829 -1.269  -0.318
O: 0.406 -5.800 -2.314  -0.090
H: 0.224 -3.171 -2.558  0.074
H: -1.289 -3.558 -2.206  0.066
H: 0.931 -4.627 -0.657  0.110
H: -0.742 -5.261 -0.668  0.108
H: -0.247 -5.607 -2.977  0.049

LUMO energy ... 1.0 eV
Frontier orbital gap ... 10.7381 eV
SMILES ... CCC.NCO

## 2
The following is a DFT calculation (ωB97M-V with the def2-TZVPD basis set) of a 2-piece molecular cluster, C4H13NO overall.

Last column: Löwdin charge in e.
Cartesian coordinates (Å):
C: -1.314 1.390 -1.776  -0.117
C: -0.496 0.133 -1.701  -0.317
N: 0.213 -0.015 -0.446  -0.103
C: 0.526 -1.288 0.188  -0.286
C: 1.936 -1.224 0.758  -0.105
H: -0.679 2.262 -1.583  0.074
H: -1.647 1.597 -2.798  0.070
H: -2.196 1.404 -1.137  0.070
H: 0.241 0.188 -2.512  0.101
H: -1.089 -0.767 -1.923  0.109
H: 0.063 0.769 0.171  0.093
H: 0.494 -2.052 -0.583  0.105
H: -0.216 -1.522 0.953  0.096
H: 2.049 -1.916 1.592  0.066
H: 2.125 -0.214 1.127  0.063
H: 2.709 -1.331 0.001  0.066
O: -0.674 0.630 3.022  -0.035
H: -0.481 1.078 3.834  0.025
H: -1.564 0.877 2.813  0.024

LUMO energy ... 0.7 eV
Frontier orbital gap ... 8.5429 eV
SMILES ... CCNCC.O

If we sort the structures by their calculated energies, the order from most to least stable is 2, 1.

## 1
The following is a DFT calculation (ωB97M-V with the def2-TZVPD basis set) of a 2-piece molecular cluster, CH2N2O2S overall.

Last column: Löwdin charge in e.
Cartesian coordinates (Å):
N: -1.839 0.043 0.335  0.125
C: -1.440 -0.782 -0.436  -0.913
S: -0.954 -1.645 -1.628  0.721
H: -2.030 0.060 1.317  0.085
O: 1.042 -0.256 1.334  0.010
N: 1.514 0.353 0.433  -0.104
O: 2.005 -0.439 -0.581  -0.028
H: 2.344 0.152 -1.269  0.104

LUMO energy ... 0.2 eV
Frontier orbital gap ... 9.7235 eV
SMILES ... N=C=S.O=NO

## 2
The following is a DFT calculation (ωB97M-V with the def2-TZVPD basis set) of a 2-piece molecular cluster, CH2N2O2S overall.

Last column: Löwdin charge in e.
Cartesian coordinates (Å):
C: -1.642 1.099 -0.198  -0.357
N: -0.727 0.098 -0.337  0.048
N: -2.233 2.068 0.005  0.127
O: 1.667 -1.448 -0.766  -0.439
O: 2.312 -0.708 1.477  -0.412
S: 2.004 -0.346 0.133  0.878
H: -0.410 -0.132 0.623  0.083
H: -0.970 -0.630 -0.936  0.072

LUMO energy ... -1.5 eV
Frontier orbital gap ... 9.3194 eV

If we sort the structures by their calculated energies, the order from most to least stable is 2, 1.

## 1
The following is a DFT calculation (ωB97M-V with the def2-TZVPD basis set) of one molecule with the formula CH2N2O2S.

Last column: Löwdin charge in e.
Cartesian coordinates (Å):
N: 0.171 -0.212 -0.034  0.161
C: 1.482 -0.162 -0.064  -0.583
S: 2.751 -1.634 0.011  0.442
N: 2.090 1.127 0.038  -0.412
O: 1.303 2.052 0.207  0.064
O: 3.290 1.223 -0.040  0.074
H: -0.302 0.686 0.050  0.126
H: -0.335 -1.080 -0.081  0.127

LUMO energy (spin up / spin down) ... -2.0 / -2.0 eV
Frontier orbital gap (spin up / spin down) ... 6.9163 / 6.9175 eV
SMILES ... NC(=S)[N+](=O)[O-]

## 2
The following is a DFT calculation (ωB97M-V with the def2-TZVPD basis set) of a 2-piece molecular cluster, CH2N2O2S overall.

Last column: Löwdin charge in e.
Cartesian coordinates (Å):
C: -1.336 -0.326 0.098  -0.282
N: 1.364 1.859 0.549  0.234
N: 2.346 1.606 0.131  -0.318
O: -1.669 -2.707 -0.487  -0.582
O: 3.243 1.129 -0.388  0.122
S: -0.646 -1.709 -0.509  0.836
H: -2.462 -0.392 0.291  0.063
H: -0.840 0.541 0.315  -0.073

LUMO energy ... -0.3 eV
Frontier orbital gap ... 9.3619 eV

## 3
The following is a DFT calculation (ωB97M-V with the def2-TZVPD basis set) of one molecule with the formula CH2N2O2S.

Last column: Löwdin charge in e.
Cartesian coordinates (Å):
O: -1.952 -0.761 0.678  0.111
N: -1.654 -0.001 -0.194  -0.434
O: -2.413 0.556 -0.938  0.097
N: -0.321 0.382 -0.407  0.050
C: 0.708 -0.125 0.339  -0.732
S: 2.292 0.036 0.139  0.672
H: -0.046 1.072 -1.091  0.152
H: 0.454 -0.829 1.195  0.085

LUMO energy ... -0.8 eV
Frontier orbital gap ... 8.5759 eV
SMILES ... O=[N+]([O-])NC=S

## 4
The following is a DFT calculation (ωB97M-V with the def2-TZVPD basis set) of CH2N2O2S as an isolated structure.

Last column: Löwdin charge in e.
Cartesian coordinates (Å):
C: 1.507 -1.178 0.033  -0.205
N: 1.974 -2.185 0.201  0.024
N: -1.153 -0.183 0.077  -0.081
O: 0.257 1.671 -1.129  -0.299
O: 0.496 1.413 1.267  -0.279
S: 0.243 0.763 0.034  0.708
H: -2.024 0.253 0.337  0.084
H: -1.301 -0.553 -0.821  0.048

LUMO energy ... -2.3 eV
Frontier orbital gap ... 9.8585 eV

If we sort the structures by their calculated energies, the order from most to least stable is 4, 2, 3, 1.

## 1
The following is a DFT calculation (ωB97M-V with the def2-TZVPD basis set) of a 5-piece molecular cluster, C6H23N2O4 overall.

Last column: Löwdin charge in e.
Cartesian coordinates (Å):
C: 1.395 2.929 -1.516  -0.075
C: 0.175 2.004 -1.763  -0.271
C: 0.529 0.779 -2.597  -0.191
C: 1.342 -0.356 -1.776  -0.154
C: 1.089 -0.450 -0.271  -0.176
N: -0.311 -0.532 0.106  0.064
C: -0.686 -0.864 1.312  -0.173
N: -1.824 -1.406 1.672  0.198
H: 1.029 3.842 -1.048  0.073
H: 1.788 3.285 -2.464  0.080
H: 2.054 2.332 -0.891  0.059
H: -0.580 2.510 -2.368  0.105
H: -0.352 1.701 -0.861  0.082
H: -0.207 0.230 -3.182  0.095
H: 1.319 0.980 -3.347  0.112
H: 2.412 -0.265 -1.920  0.107
H: 1.012 -1.223 -2.384  0.111
H: 1.785 -1.196 0.084  0.128
H: 1.366 0.517 0.187  0.102
H: -0.998 -0.665 -0.628  0.110
H: 0.098 -0.803 2.063  0.140
H: -2.536 -1.418 0.945  0.095
H: -2.083 -1.637 2.615  0.138
H: 3.482 0.293 3.175  0.083
H: 2.904 1.226 2.120  0.040
O: 2.652 0.525 2.713  -0.047
H: -1.115 -3.656 0.074  0.030
H: -1.651 -3.675 -1.315  0.054
O: -0.919 -3.321 -0.795  -0.037
H: -3.234 -0.717 -1.763  0.083
H: -3.735 0.204 -0.725  0.077
O: -3.047 -0.469 -0.837  -0.045
H: -0.538 2.064 2.975  0.066
H: 0.917 1.374 3.019  0.006
O: -0.041 1.230 3.067  -0.069

LUMO energy ... -2.7 eV
Frontier orbital gap ... 10.6039 eV
Charge ... +1

## 2
The following is a DFT calculation (ωB97M-V with the def2-TZVPD basis set) of a 5-piece molecular cluster, C6H23N2O4 overall.

Last column: Löwdin charge in e.
Cartesian coordinates (Å):
N: 0.173 -0.697 0.528  0.220
C: -0.288 0.715 0.365  -0.274
C: -1.263 0.884 -0.818  -0.207
C: -0.707 0.498 -2.087  -0.181
C: 0.350 1.233 -2.749  0.048
C: 0.813 1.826 0.452  -0.186
N: 1.969 1.135 1.080  -0.150
C: 1.615 1.233 2.496  -0.166
H: 1.018 -0.718 1.191  0.124
H: -0.456 -1.153 1.128  0.125
H: 0.440 -1.193 -0.338  0.171
H: -1.045 0.910 1.239  0.127
H: -1.539 2.013 -0.942  0.165
H: -2.285 0.457 -0.790  0.127
H: -0.774 -0.574 -2.529  0.072
H: 0.883 0.856 -3.643  0.053
H: 0.524 2.280 -2.523  0.044
H: 1.076 2.083 -0.596  0.090
H: 0.489 2.798 0.815  0.125
H: 2.973 1.684 1.015  0.199
H: 2.430 0.698 3.009  0.089
H: 1.700 2.361 2.700  0.112
H: 0.623 0.881 2.783  0.065
H: -1.949 -2.275 -1.984  0.022
H: -0.896 -3.233 -2.535  0.016
O: -1.257 -2.875 -1.725  -0.062
H: -0.143 -1.303 -4.502  0.121
H: 0.851 -2.540 -4.139  0.062
O: 0.160 -1.972 -3.772  -0.111
H: -2.477 2.245 3.003  0.113
H: -2.994 0.833 3.435  0.052
O: -2.390 1.238 2.788  -0.104
H: 0.650 -1.498 3.490  0.088
H: 1.618 -2.614 3.227  0.065
O: 1.134 -1.942 2.743  -0.054

LUMO energy ... -2.6 eV
Frontier orbital gap ... 9.7481 eV
Charge ... +1

If we sort the structures by their calculated energies, the order from most to least stable is 1, 2.

## 1
The following is a DFT calculation (ωB97M-V with the def2-TZVPD basis set) of a 4-piece molecular cluster, C3H14O4 overall.

Last column: Löwdin charge in e.
Cartesian coordinates (Å):
C: 2.099 -0.695 -0.444  -0.063
C: 1.754 -0.163 0.933  -0.480
C: 1.905 1.351 0.996  -0.048
O: 0.408 -0.518 1.280  -0.059
H: 2.056 -1.786 -0.456  0.079
H: 3.113 -0.401 -0.718  0.080
H: 1.386 -0.312 -1.176  0.082
H: 2.475 -0.594 1.636  0.133
H: 2.447 1.726 0.128  0.077
H: 2.439 1.649 1.897  0.074
H: 0.934 1.846 0.997  0.077
H: 0.414 -1.269 1.877  0.093
O: -1.176 -2.326 -1.129  -0.080
H: -0.720 -2.605 -0.331  0.011
H: -1.085 -1.360 -1.122  -0.019
O: -1.409 0.522 -0.865  -0.061
H: -1.184 0.634 0.066  0.030
H: -2.311 0.857 -0.958  0.008
O: -4.226 1.269 -0.639  -0.044
H: -4.533 0.365 -0.767  0.057
H: -4.785 1.809 -1.206  0.052

LUMO energy ... 0.6 eV
Frontier orbital gap ... 11.0326 eV
SMILES ... CC(C)O.O.O.O

## 2
The following is a DFT calculation (ωB97M-V with the def2-TZVPD basis set) of a 4-piece molecular cluster, C3H14O4 overall.

Last column: Löwdin charge in e.
Cartesian coordinates (Å):
C: 3.176 -0.691 -0.149  -0.051
C: 1.852 -0.865 -0.956  -0.442
C: 1.430 0.405 -1.606  -0.071
O: 0.844 -1.248 0.056  -0.103
H: 3.206 -1.683 0.275  0.068
H: 3.006 -0.132 0.796  0.088
H: 4.052 -0.380 -0.712  0.082
H: 1.864 -1.799 -1.509  0.136
H: 0.304 0.520 -1.609  0.097
H: 1.787 0.452 -2.631  0.075
H: 1.740 1.302 -1.036  0.088
H: 1.029 -0.573 0.722  0.068
O: -0.635 1.949 1.227  -0.071
H: -1.564 1.690 1.314  -0.002
H: -0.525 2.744 1.756  0.033
O: -2.220 -1.321 0.509  -0.048
H: -1.257 -1.296 0.412  0.019
H: -2.356 -1.305 1.460  0.054
O: -3.418 1.262 0.406  -0.069
H: -3.253 1.673 -0.448  0.047
H: -3.220 0.320 0.298  0.000

LUMO energy ... 0.7 eV
Frontier orbital gap ... 11.2821 eV
SMILES ... CC(C)O.O.O.O

## 3
The following is a DFT calculation (ωB97M-V with the def2-TZVPD basis set) of a 4-piece molecular cluster, C3H14O4 overall.

Last column: Löwdin charge in e.
Cartesian coordinates (Å):
C: -2.716 1.370 0.705  -0.107
C: -1.449 0.546 1.019  -0.231
C: -0.337 0.951 0.022  -0.297
O: 0.990 0.539 0.258  -0.094
H: -3.666 0.857 0.552  0.065
H: -2.525 1.934 -0.219  0.068
H: -2.895 2.099 1.499  0.067
H: -1.177 0.842 2.035  0.095
H: -1.477 -0.545 1.017  0.099
H: -0.673 0.516 -0.919  0.102
H: -0.322 2.043 -0.002  0.114
H: 1.259 -0.067 0.959  0.059
O: 0.110 -2.192 -0.739  -0.055
H: 0.922 -2.420 -0.247  0.021
H: 0.381 -2.425 -1.629  0.033
O: 1.147 0.215 -2.834  -0.042
H: 1.722 0.425 -2.094  0.023
H: 1.631 0.392 -3.624  0.017
O: 2.825 -1.797 1.061  -0.030
H: 2.735 -2.130 1.949  0.043
H: 3.516 -1.152 1.231  0.052

LUMO energy ... 0.3 eV
Frontier orbital gap ... 10.0389 eV
SMILES ... CCCO.O.O.O

If we sort the structures by their calculated energies, the order from most to least stable is 1, 2, 3.